# 1
{"formula": "C5H30N2O9", "method": "ωB97M-V/def2-TZVPD", "symbols": ["O", "O", "O", "O", "O", "O", "O", "O", "O", "N", "N", "C", "C", "C", "C", "C", "H", "H", "H", "H", "H", "H", "H", "H", "H", "H", "H", "H", "H", "H", "H", "H", "H", "H", "H", "H", "H", "H", "H", "H", "H", "H", "H", "H", "H", "H"], "xyz": [[-2.58918, 1.39989, -1.66816], [4.08063, 1.61795, 0.84763], [-2.68833, -3.07619, -1.13783], [-3.62778, -0.65429, -0.28425], [0.26350, 2.58721, 1.02033], [2.00694, 1.59321, 2.87232], [2.15580, 2.80067, -0.74165], [-3.64247, 0.17494, 2.26432], [-0.75038, -3.51427, 0.63742], [1.63655, 0.14351, -3.29934], [-0.97325, 0.06573, 2.66364], [0.25101, -0.26847, 0.61947], [0.00343, -0.55224, 1.90631], [0.67425, -0.65261, -2.54943], [1.39338, -1.43063, -1.46208], [1.51826, -0.70486, -0.10800], [1.45129, 2.79491, -0.05018], [-3.56314, -0.18572, 1.34253], [-1.70898, 1.81515, -1.73442], [-3.14812, 0.10178, -0.67733], [1.22709, 0.80222, -3.93937], [-4.56400, 0.49868, 2.27183], [5.02192, 1.73017, 0.71095], [0.74367, -1.13709, 2.45139], [-1.19197, -0.23981, 3.57939], [0.04400, -3.55263, 0.04992], [2.02983, -1.47373, 0.46097], [1.16930, -2.48126, -1.29658], [2.40459, -1.47363, -1.89536], [-3.18227, -1.45913, -0.64063], [2.41969, -0.37720, -3.71028], [2.18664, 0.17341, -0.20799], [-0.05674, 0.04450, -2.06304], [-3.15367, 2.18492, -1.80667], [2.48632, 2.21829, 3.41320], [-0.47752, 2.11309, 1.39909], [0.19766, -1.33558, -3.28368], [0.92084, 2.33387, 1.72392], [-2.16558, -3.49731, -0.43615], [-1.68336, 0.51266, 2.10190], [-3.59696, -3.17613, -0.85607], [2.51502, 1.35352, 2.09045], [3.57838, 1.82762, 0.04728], [-0.52044, 0.29049, -0.04840], [1.58297, 2.62521, -1.49002], [-0.67877, -2.56082, 0.91263]], "smiles": "N/C=C/CCCN.O.O.O.O.O.O.O.O.O", "homo_energy_ev": -7.826, "orbital_gap_ev": 8.01, "e_lumo_ev": 0.183}

=====

# 2
{"formula": "C5H10N3O3S", "method": "ωB97M-V/def2-TZVPD", "symbols": ["S", "O", "O", "O", "N", "N", "N", "C", "C", "C", "C", "C", "H", "H", "H", "H", "H", "H", "H", "H", "H", "H"], "xyz": [[0.75880, 1.81479, -0.76157], [1.88408, 2.58390, -0.41680], [1.38328, 0.16360, -0.96280], [0.44676, 2.06520, -2.28283], [1.59870, -1.97229, 0.11299], [0.30562, -0.25817, 1.05083], [-0.54993, 1.59661, 2.05146], [0.70737, -0.81939, -0.32070], [-1.68396, 0.77571, 0.06104], [-0.59237, 0.74518, 1.07361], [-1.67611, -0.20311, -0.85074], [-0.60652, -1.15932, -0.96704], [0.97220, -0.33906, 1.74261], [1.99790, -2.46675, -0.65344], [-0.78515, -2.16805, -0.66864], [2.31268, -1.40382, 0.60416], [-1.25794, 2.34426, 2.07055], [0.25316, 1.63331, 2.78629], [1.05117, 2.53223, -2.81240], [-2.44215, -0.30003, -1.49247], [-0.43350, -1.23055, -2.00558], [-2.44332, 1.48814, 0.08677]], "charge": 1, "homo_energy_ev": -13.633, "orbital_gap_ev": 9.53, "e_lumo_ev": -4.100}

=====

# 3
{"formula": "C12H23IN3O6", "method": "ωB97M-V/def2-TZVPD", "symbols": ["I", "O", "O", "O", "O", "O", "O", "N", "N", "N", "C", "C", "C", "C", "C", "C", "C", "C", "C", "C", "C", "C", "H", "H", "H", "H", "H", "H", "H", "H", "H", "H", "H", "H", "H", "H", "H", "H", "H", "H", "H", "H", "H", "H", "H"], "xyz": [[-2.44215, 1.20622, 0.42301], [-0.71908, 6.75538, 2.01093], [1.48724, -3.73357, -2.60894], [0.63833, -5.17993, -4.11528], [-0.70557, -3.54557, -3.24072], [0.41176, 4.80847, 2.12214], [1.39003, 6.72603, 2.90184], [-2.71688, -2.77828, 0.78137], [1.23315, -0.10247, 1.19701], [-1.15858, 0.44615, 1.90504], [0.37661, -4.10217, -3.31322], [-0.76189, -1.88432, -0.64841], [-1.30524, -1.04552, 2.10817], [-1.43745, 5.79898, 1.24774], [3.84950, -4.21849, -2.76014], [-1.62597, -1.90548, 0.74712], [0.44512, 6.15025, 2.39017], [-0.93564, 4.50318, 1.80975], [2.43881, -4.77033, -2.79023], [0.27272, 0.92998, 1.74292], [2.04665, -5.33102, -4.12387], [-2.93138, 5.98907, 1.41364], [-1.44299, 4.20292, 2.73389], [-1.51306, 0.90174, 2.79997], [-1.15324, 5.92297, 0.19600], [0.65865, 1.19909, 2.84016], [-0.39655, -1.48597, 2.74516], [2.32535, -6.38234, -4.23556], [0.37232, 1.92736, 1.11335], [-2.25539, -1.18778, 2.81718], [0.25433, -2.46780, -0.61126], [-0.99261, 3.68301, 1.08899], [-3.23008, 5.87247, 2.46113], [-0.53641, -0.76939, -1.01149], [1.57836, -0.76303, 1.95686], [-3.49035, 5.26953, 0.80808], [-3.22324, 7.00205, 1.11828], [-2.81926, -3.27393, -0.13443], [4.58819, -5.01723, -2.87516], [2.29976, -5.50165, -1.98514], [4.03634, -3.69735, -1.81566], [2.44794, -4.76281, -4.97104], [2.06267, 0.44136, 0.84518], [4.00232, -3.48236, -3.55688], [-1.42315, -2.34743, -1.52766]], "charge": 1, "homo_energy_ev": -13.215, "orbital_gap_ev": 7.71, "e_lumo_ev": -5.504}

=====

# 4
{"formula": "C20H24HgN2SSi", "method": "ωB97M-V/def2-TZVPD", "symbols": ["Hg", "S", "Si", "N", "N", "C", "C", "C", "C", "C", "C", "C", "C", "C", "C", "C", "C", "C", "C", "C", "C", "C", "C", "C", "C", "H", "H", "H", "H", "H", "H", "H", "H", "H", "H", "H", "H", "H", "H", "H", "H", "H", "H", "H", "H", "H", "H", "H", "H"], "xyz": [[-2.57041, 0.39779, 1.78088], [0.33549, -2.92290, 4.83893], [-0.10808, 1.26995, -0.20366], [-1.41963, -1.25704, -0.23022], [-0.89981, -0.84798, 3.34588], [-1.97089, -4.00282, 0.59701], [1.50238, 0.75701, 0.59142], [-2.44308, -2.05171, -0.90076], [-0.47446, 3.85231, -3.45939], [2.86229, 0.34181, 2.55977], [-0.92366, -0.18266, -1.09598], [1.68431, 0.80023, 1.97565], [-0.39672, -1.70778, 3.95990], [3.73473, -0.17941, 0.37819], [0.75443, 4.49894, -3.52490], [-1.26613, 2.03635, 0.98004], [0.30783, 2.49724, -1.58863], [2.55092, 0.26033, -0.19640], [-0.86735, -3.16631, 1.23828], [1.75839, 4.15227, -2.63133], [1.53467, 3.16342, -1.67707], [-0.68904, 2.86891, -2.50201], [-3.05168, -3.07731, 0.04444], [-0.34236, -2.12272, 0.26262], [3.88813, -0.14169, 1.76169], [0.41097, -1.51212, 0.75544], [-0.84079, 2.41635, 1.91070], [-0.03821, -3.79117, 1.57707], [-1.26635, 4.11752, -4.15073], [0.88100, 1.12993, 2.62244], [2.71974, 4.65255, -2.67451], [2.43549, 0.20104, -1.27672], [2.95636, 0.33742, 3.63909], [4.80351, -0.50353, 2.21571], [-2.00475, -2.56832, -1.77819], [-3.83290, -3.63776, -0.47602], [-1.99899, 2.73067, 0.57196], [-1.25345, -2.64953, 2.12013], [2.33206, 2.91096, -0.98532], [-0.25903, -0.57415, -1.88866], [-1.66200, 2.38358, -2.46626], [4.53084, -0.56638, -0.24748], [-1.55293, -4.60195, -0.22136], [-1.79019, 0.25040, -1.61367], [0.14644, -2.62191, -0.59729], [-2.39609, -4.69919, 1.32442], [-3.52054, -2.53891, 0.87308], [-3.21509, -1.37446, -1.27353], [0.92458, 5.27272, -4.26464]], "charge": -1, "s2": 0.758, "homo_energy_ev": [-3.315, -4.544], "orbital_gap_ev": [6.06, 6.86], "spin_multiplicity": 2, "e_lumo_ev": [2.747, 2.319]}